C42H93O24P3S6 | the ωB97M-V functional and the def2-TZVPD basis

Calculated values
SMILES string: CCOP(=O)(OCC)OCC.CCOP(=O)(OCC)OCC.CCOP(=O)(OCC)OCC.O=S1(=O)CCCC1.O=S1(=O)CCCC1.O=S1(=O)CCCC1.O=S1(=O)CCCC1.O=S1(=O)CCCC1.O=S1(=O)CCCC1
Gap between HOMO and LUMO, eV: 9.700
Charge: 0
Energy above the lowest of the compared OMol25 structures with the same formula, charge and spin, kcal/mol: 40.0

Structure (XYZ):
```
168
C42H93O24P3S6 the ωB97M-V functional and the def2-TZVPD basis
C -8.649 27.873 18.855
C -8.703 27.417 20.325
O -10.112 27.198 20.613
P -10.645 27.364 22.158
O -9.802 26.821 23.278
O -10.798 28.986 22.252
C -11.694 29.559 23.201
C -11.090 29.416 24.727
O -12.183 26.694 22.097
C -12.356 25.418 22.602
C -12.524 25.456 24.136
H -9.323 28.724 18.751
H -7.608 28.012 18.561
H -9.013 27.022 18.279
H -8.071 26.535 20.433
H -8.292 28.230 20.923
H -11.861 30.579 22.853
H -12.707 29.160 23.155
H -11.191 28.397 25.099
H -10.004 29.497 24.678
H -11.594 30.079 25.431
H -13.306 25.137 22.147
H -11.677 24.624 22.291
H -11.589 25.920 24.449
H -13.221 26.216 24.489
H -12.645 24.555 24.739
C -4.005 31.628 22.889
C -3.585 31.539 21.411
O -3.410 30.202 21.089
P -4.696 29.183 20.883
O -5.934 29.637 20.176
O -4.115 27.845 20.187
C -3.113 26.976 20.823
C -1.962 27.039 19.825
O -4.873 28.720 22.445
C -6.076 28.043 22.738
C -7.171 28.892 23.436
H -4.935 31.141 23.182
H -3.352 31.261 23.681
H -4.107 32.694 23.094
H -4.337 31.954 20.740
H -2.623 32.008 21.206
H -2.906 27.400 21.805
H -3.607 26.013 20.951
H -1.350 27.935 19.928
H -1.299 26.195 20.017
H -2.299 27.114 18.791
H -6.432 27.517 21.853
H -5.921 27.205 23.417
H -6.796 29.532 24.235
H -7.547 29.486 22.604
H -7.977 28.314 23.887
C -9.038 29.257 28.191
C -7.603 29.479 28.474
O -6.921 29.452 27.222
P -5.615 30.425 26.821
O -6.054 31.747 26.332
O -4.733 30.392 28.219
C -3.539 31.227 28.132
C -2.438 30.468 28.768
O -4.949 29.396 25.747
C -4.476 28.072 25.976
C -3.173 27.840 25.067
H -9.251 28.362 27.607
H -9.640 29.361 29.094
H -9.509 29.993 27.539
H -7.438 30.396 29.040
H -7.166 28.761 29.168
H -3.444 31.514 27.085
H -3.738 32.096 28.759
H -2.223 29.637 28.096
H -1.583 31.093 29.026
H -2.798 29.977 29.672
H -4.173 28.035 27.022
H -5.120 27.200 25.858
H -2.547 28.727 24.982
H -2.501 27.098 25.498
H -3.400 27.463 24.070
O -4.738 24.313 23.337
S -3.355 23.858 23.507
O -2.408 24.309 22.484
C -2.634 24.019 25.178
C -2.625 22.610 25.760
C -3.544 21.667 24.992
C -3.380 22.022 23.546
H -3.075 24.795 25.803
H -1.633 24.449 25.143
H -1.601 22.238 25.732
H -2.931 22.638 26.806
H -4.533 22.028 25.275
H -3.386 20.608 25.198
H -4.043 21.683 22.750
H -2.356 21.734 23.306
O -9.809 34.729 23.181
S -9.238 33.412 23.215
O -9.763 32.426 24.143
C -9.542 32.634 21.625
C -8.313 33.213 20.797
C -7.061 33.106 21.638
C -7.394 33.383 23.096
H -10.560 32.870 21.315
H -9.427 31.563 21.795
H -8.127 32.832 19.793
H -8.564 34.249 20.569
H -6.331 33.841 21.299
H -6.534 32.175 21.429
H -7.078 34.300 23.592
H -7.009 32.499 23.606
O -3.082 24.811 16.784
S -3.270 23.441 17.263
O -4.182 22.495 16.581
C -1.531 22.677 17.425
C -1.671 21.833 18.667
C -2.438 22.706 19.665
C -3.595 23.572 19.073
H -0.838 23.495 17.619
H -1.279 22.225 16.466
H -2.232 20.914 18.495
H -0.626 21.658 18.926
H -1.648 23.386 19.984
H -2.740 22.184 20.573
H -3.423 24.635 19.237
H -4.627 23.379 19.368
O -3.116 34.017 18.978
S -1.901 34.776 18.984
O -0.992 34.805 17.838
C -2.140 36.577 19.422
C -0.887 37.000 20.177
C -0.417 35.822 21.040
C -0.876 34.483 20.481
H -3.039 36.752 20.014
H -2.399 37.021 18.461
H -0.175 37.253 19.392
H -1.099 37.918 20.725
H -0.734 35.921 22.078
H 0.667 35.736 21.128
H -1.564 34.067 21.216
H -0.157 33.692 20.267
O 1.203 30.373 25.715
S 1.744 30.023 24.396
O 3.166 30.149 24.049
C 1.262 28.240 23.938
C 0.708 28.318 22.522
C -0.215 29.497 22.646
C 0.611 30.726 23.029
H 0.530 27.979 24.703
H 2.157 27.639 24.102
H 1.527 28.328 21.803
H 0.022 27.483 22.380
H -1.041 29.306 23.331
H -0.707 29.746 21.706
H 0.132 31.618 23.433
H 1.187 31.064 22.167
O -1.498 34.561 24.161
S -1.984 34.087 25.470
O -1.537 32.848 26.105
C -1.765 35.506 26.649
C -2.935 35.276 27.619
C -4.250 35.078 26.808
C -3.865 34.156 25.568
H -1.987 36.380 26.036
H -0.731 35.529 26.994
H -2.840 34.378 28.229
H -2.948 36.179 28.229
H -4.552 36.089 26.532
H -5.129 34.849 27.411
H -4.060 34.677 24.630
H -4.440 33.244 25.411
```

C42H96BN11O14P | the ωB97M-V functional and the def2-TZVPD basis

Calculated values
Gap between HOMO and LUMO, eV: 6.843
Charge: +1

Structure (XYZ):
```
165
C42H96BN11O14P the ωB97M-V functional and the def2-TZVPD basis
C -1.824 -3.700 1.807
C -0.616 -2.732 2.441
C -1.181 -1.197 2.351
C -0.071 -0.071 1.910
N 1.366 -0.529 1.965
C 2.263 0.160 0.968
C 3.808 -0.093 1.558
C 4.004 -1.599 2.214
C 5.516 -2.102 1.708
O 3.966 -1.628 3.684
C 2.028 1.789 0.666
B 2.067 2.837 1.932
C 0.715 3.495 2.658
O 3.382 3.200 2.500
N 2.837 2.128 -0.603
C 3.372 3.451 -1.100
C 2.285 3.981 -2.255
C 0.763 4.194 -1.646
O -0.143 3.057 -1.869
C 3.022 0.985 -1.391
C 3.819 0.849 -2.846
P 2.595 0.527 -4.326
O 2.585 -0.996 -4.773
O 3.184 1.478 -5.689
O 0.978 1.153 -3.975
C 2.282 -0.294 -0.606
C 3.216 -1.576 -1.079
C 0.836 -0.704 -1.340
N 0.355 -2.006 -0.665
H -2.714 -3.833 2.569
H -1.368 -4.704 1.417
H -2.295 -3.132 0.869
H 0.338 -2.954 1.799
H -0.463 -3.124 3.554
H -2.112 -1.088 1.629
H -1.586 -0.897 3.432
H -0.421 0.383 0.892
H -0.169 0.812 2.709
H 1.711 -0.187 2.913
H 4.628 0.106 0.713
H 4.084 0.666 2.427
H 3.248 -2.369 1.707
H 5.473 -2.660 0.665
H 6.229 -1.153 1.595
H 6.029 -2.823 2.474
H 4.912 -1.787 4.039
H 0.924 1.971 0.249
H 0.784 3.239 3.813
H 0.679 4.674 2.482
H -0.290 3.049 2.239
H 4.058 2.823 1.854
H 3.445 4.299 -0.299
H 4.470 3.341 -1.555
H 2.308 3.254 -3.176
H 2.670 5.025 -2.620
H 0.803 4.380 -0.473
H 0.289 5.116 -2.232
H -0.814 3.235 -2.592
H 4.379 1.858 -3.151
H 4.691 0.034 -2.809
H 3.937 1.007 -6.154
H 0.373 1.031 -4.768
H 4.369 -1.306 -0.927
H 3.122 -1.812 -2.246
H 2.997 -2.569 -0.502
H 0.043 0.155 -1.296
H 0.970 -0.983 -2.477
H 0.326 -2.781 -1.390
H -0.614 -1.830 -0.308
C -2.640 5.759 -3.598
O -1.497 5.389 -3.360
N -3.344 6.701 -2.879
C -4.696 7.085 -3.226
C -2.710 7.330 -1.738
H -3.214 5.344 -4.443
H -4.716 8.157 -3.442
H -5.354 6.870 -2.378
H -5.050 6.535 -4.103
H -1.801 7.839 -2.072
H -2.435 6.558 -1.014
H -3.385 8.051 -1.270
C -2.701 -1.535 -4.632
O -3.603 -1.859 -3.870
N -2.870 -1.029 -5.904
C -1.748 -0.669 -6.746
C -4.213 -0.853 -6.416
H -1.641 -1.629 -4.342
H -1.821 0.393 -6.997
H -1.786 -1.266 -7.661
H -0.797 -0.853 -6.237
H -4.757 -0.169 -5.757
H -4.723 -1.821 -6.418
H -4.189 -0.446 -7.430
C -1.663 -5.501 -0.994
O -0.894 -4.559 -0.854
N -1.303 -6.781 -1.359
C -2.277 -7.844 -1.505
C 0.093 -7.074 -1.606
H -2.748 -5.388 -0.831
H -2.027 -8.651 -0.810
H -2.240 -8.220 -2.532
H -3.287 -7.486 -1.290
H 0.667 -6.859 -0.700
H 0.455 -6.429 -2.413
H 0.224 -8.123 -1.885
C -4.974 6.618 1.191
O -4.442 6.980 0.149
N -4.315 6.306 2.361
C -5.019 5.884 3.554
C -2.870 6.402 2.399
H -6.069 6.511 1.271
H -4.800 6.588 4.362
H -4.673 4.885 3.835
H -6.099 5.855 3.386
H -2.576 7.429 2.165
H -2.450 5.734 1.641
H -2.491 6.125 3.386
C -0.612 -1.460 6.269
O -1.693 -1.242 6.799
N 0.595 -1.574 6.928
C 1.835 -1.834 6.227
C 0.624 -1.428 8.368
H -0.520 -1.587 5.178
H 2.264 -2.768 6.600
H 2.529 -1.010 6.417
H 1.669 -1.921 5.149
H -0.024 -2.188 8.815
H 0.240 -0.438 8.633
H 1.642 -1.542 8.748
C 4.438 -5.927 1.920
O 4.266 -5.109 1.026
N 4.026 -5.784 3.228
C 4.270 -6.801 4.229
C 3.327 -4.576 3.614
H 4.960 -6.881 1.734
H 3.310 -7.142 4.629
H 4.869 -6.369 5.036
H 4.804 -7.655 3.803
H 2.418 -4.483 3.012
H 3.971 -3.714 3.417
H 3.064 -4.604 4.675
C -7.095 -1.329 -9.465
O -5.982 -1.713 -9.128
N -8.229 -1.373 -8.682
C -9.512 -0.898 -9.156
C -8.135 -1.912 -7.341
H -7.278 -0.902 -10.465
H -9.857 -0.094 -8.500
H -10.228 -1.725 -9.129
H -9.440 -0.520 -10.180
H -7.411 -1.321 -6.771
H -7.780 -2.945 -7.397
H -9.107 -1.882 -6.844
C 5.069 1.097 7.265
O 4.167 0.773 8.027
N 4.900 1.602 5.993
C 6.022 1.963 5.151
C 3.557 1.779 5.481
H 6.129 1.003 7.554
H 5.950 3.025 4.899
H 5.984 1.366 4.235
H 6.973 1.779 5.659
H 3.013 2.462 6.140
H 3.047 0.811 5.479
H 3.581 2.186 4.467
```